Here is a molecular structure, C3H11N4 at a distorted geometry from the Open Molecules 2025 dataset. Energies are from ωB97M-V/def2-TZVPD.

Structure (XYZ):
```
18
Properties=species:S:1:pos:R:3:forces:R:3
N 1.371387 -1.429989 -1.097179 0.2 -0.6 -0.2
N -0.853633 -1.339922 1.579182 -0.1 -0.4 0.2
N -1.140779 0.587330 0.173800 0.0 0.2 -0.4
N 0.667842 2.298264 -0.230012 0.0 0.8 0.1
C -0.650039 -0.869151 0.267061 0.0 0.2 0.1
C 0.809729 -0.628133 -0.146668 -1.7 3.4 -1.0
C 0.065807 1.171382 -0.674176 1.1 -3.5 1.0
H 0.854522 -1.593657 -1.949529 0.1 0.0 0.1
H 1.045912 2.334883 0.700704 0.1 0.0 0.0
H -2.074285 0.719015 -0.226826 0.1 -0.1 0.1
H 1.470865 -0.412840 0.685110 0.1 0.0 0.1
H 0.442251 3.189279 -0.645479 0.0 0.0 0.1
H -1.151101 0.972434 1.124068 0.0 -0.1 -0.2
H -0.219664 1.182517 -1.718446 -0.1 0.0 0.0
H 2.362792 -1.323927 -1.251752 -0.1 -0.1 0.0
H -1.190199 -1.433978 -0.498377 0.1 0.0 0.1
H -0.016897 -1.550738 2.101125 0.0 0.0 -0.1
H -1.546343 -2.063963 1.695234 0.0 0.0 0.0
```
Forces are in eV/Å.

Properties
Calculated total energy in hartree: -339.64451
Relative energy (zero: lowest compared OMol25 entry of this formula, charge and spin) in kJ/mol: 197.32
HOMO in eV: -12.2066
Strongest force on any atom in eV/Å: 3.93
Total charge: +1